No. 1
Formula: CH5NO4S
Source: the OMol25 dataset
Level of theory: the ωB97M-V functional and the def2-TZVPD basis

Summary:
E_tot   -795.001343 a.u.
LUMO   0.0272 hartree
Multiplicity   1
Frontier orbital gap   10.7 eV
Energy relative to the best compared isomer or geometry (same formula, charge and spin)   5.3 kcal per mole
HOMO energy   -0.366 Eh

Last column: natural (NBO) charge in e.
CARTESIAN COORDINATES (ANGSTROEM)
C: -1.668 -0.450 -0.052  0.551
N: -1.604 0.763 -0.549  -0.810
O: 1.812 0.063 1.560  -0.908
O: 0.997 1.327 -0.477  -0.985
O: 1.582 -0.983 -0.685  -0.918
O: -0.728 -1.216 0.103  -0.671
S: 2.086 0.349 -0.113  1.735
H: -2.641 -0.849 0.200  0.124
H: 0.636 -1.212 -0.298  0.519
H: -0.577 1.009 -0.889  0.463
H: -2.498 1.220 -0.882  0.408
H: 2.603 -0.021 2.083  0.491

---

No. 2
Formula: C5H13NO
Source: the OMol25 dataset
Level of theory: the ωB97M-V functional and the def2-TZVPD basis

Summary:
E_tot   -328.178399 a.u.
LUMO   0.0253 hartree
Multiplicity   1
Frontier orbital gap   9.0 eV
Energy relative to the best compared isomer or geometry (same formula, charge and spin)   88.1 kcal per mole
HOMO energy   -0.304 Eh

Last column: natural (NBO) charge in e.
CARTESIAN COORDINATES (ANGSTROEM)
C: 1.298 -0.617 0.302  -0.303
C: 1.160 -0.339 -1.094  -0.632
C: 2.327 0.156 1.110  -0.615
H: 1.206 -1.665 0.589  0.214
H: 0.169 -0.168 0.794  0.159
H: 3.336 -0.203 0.896  0.214
H: 2.291 1.218 0.860  0.209
H: -0.038 0.394 -1.041  0.321
H: 0.893 -1.163 -1.749  0.214
H: 1.853 0.369 -1.542  0.215
H: 2.156 0.058 2.185  0.204
C: -2.171 0.194 -1.399  -0.425
C: -1.123 0.497 0.736  0.251
O: -2.049 -0.439 1.202  -0.709
N: -1.153 0.827 -0.558  -0.562
H: -1.922 -0.566 2.148  0.481
H: -0.914 1.305 1.444  0.170
H: -3.158 0.570 -1.125  0.205
H: -1.966 0.468 -2.434  0.201
H: -2.194 -0.897 -1.322  0.188

---

No. 3
Formula: C31H45BrHfN2P2
Source: the OMol25 dataset
Level of theory: the ωB97M-V functional and the def2-TZVPD basis

Summary:
E_tot   -4620.625023 a.u.
LUMO   -0.5527 hartree
Multiplicity   1
Frontier orbital gap   3.4 eV
Charge   +4
Energy relative to the best compared isomer or geometry (same formula, charge and spin)   29.4 kcal per mole
HOMO energy   -0.677 Eh

Last column: Löwdin charge in e.
CARTESIAN COORDINATES (ANGSTROEM)
C: 3.759 -4.403 -0.400  0.001
C: 3.943 -3.024 -0.511  -0.261
C: 5.187 -2.500 -0.825  -0.046
C: 6.259 -3.410 -0.983  -0.068
N: 6.076 -4.715 -0.872  0.115
C: 4.871 -5.202 -0.637  -0.083
C: 2.960 -2.057 0.085  -0.246
C: 2.793 -1.756 1.416  -0.099
C: 2.942 -2.376 2.726  -0.162
C: 1.769 -2.759 3.458  0.015
C: 1.677 -2.240 4.741  0.013
C: 2.621 -1.138 4.845  -0.360
C: 3.988 -1.593 4.738  0.027
C: 4.116 -2.286 3.544  0.057
Hf: 1.994 -0.290 -0.047  1.486
P: 1.461 -0.396 -2.644  0.911
H: 5.302 -1.401 -0.834  0.100
H: 2.762 -4.788 -0.211  0.121
H: 7.245 -3.009 -1.191  0.131
H: 4.811 -6.266 -0.627  0.125
H: 5.033 -2.538 3.060  0.158
H: 0.935 -3.209 2.918  0.161
H: 4.823 -1.390 5.433  0.185
H: 1.043 -2.650 5.529  0.176
C: 0.287 1.035 -2.802  -0.390
C: 0.562 2.042 -3.916  -0.104
H: 0.192 1.551 -1.833  0.057
H: -0.690 0.560 -2.980  0.095
H: -0.094 2.913 -3.804  0.107
H: 1.584 2.424 -3.908  0.059
H: 0.352 1.630 -4.907  0.078
C: 2.993 -0.122 -3.632  -0.375
C: 3.873 -1.355 -3.851  -0.095
H: 3.557 0.666 -3.122  0.039
H: 2.625 0.301 -4.576  0.092
H: 4.807 -1.030 -4.338  0.109
H: 4.165 -1.853 -2.912  0.042
H: 3.381 -2.087 -4.506  0.087
C: 0.622 -1.555 -3.844  -0.355
C: 0.237 -0.994 -5.216  -0.091
H: -0.272 -1.905 -3.305  0.060
H: 1.329 -2.393 -3.953  0.088
H: -0.188 -1.832 -5.781  0.108
H: -0.545 -0.226 -5.162  0.079
H: 1.090 -0.611 -5.797  0.093
Br: 2.141 0.506 4.007  1.052
P: 3.731 2.481 0.202  1.004
C: 3.188 2.685 -1.527  -0.455
C: 3.375 4.077 -2.182  -0.096
H: 2.112 2.413 -1.551  0.025
H: 3.766 1.941 -2.105  0.053
H: 3.151 4.012 -3.259  0.084
H: 2.693 4.826 -1.758  0.089
H: 4.405 4.444 -2.071  0.094
C: 2.447 3.176 1.275  -0.439
C: 2.916 4.044 2.460  -0.124
H: 1.959 2.277 1.687  -0.013
H: 1.749 3.736 0.623  0.108
H: 2.050 4.293 3.086  0.089
H: 3.623 3.516 3.112  0.068
H: 3.374 4.982 2.123  0.098
C: 4.658 1.007 0.737  -0.469
C: 6.199 1.309 0.788  -0.110
H: 4.484 0.183 -0.011  0.010
H: 4.268 0.719 1.740  0.051
H: 6.728 0.444 1.207  0.080
H: 6.622 1.478 -0.214  0.093
H: 6.428 2.190 1.407  0.091
C: -4.086 -2.233 0.719  0.009
C: -2.605 -2.070 0.533  -0.196
C: -1.948 -2.404 -0.658  0.046
C: -0.554 -2.224 -0.736  -0.074
N: 0.050 -1.256 0.067  -0.159
C: -0.571 -0.907 1.261  -0.108
C: -1.822 -1.482 1.546  0.017
H: -4.606 -1.389 0.239  0.126
H: -4.504 -3.145 0.272  0.115
H: -4.342 -2.211 1.777  0.099
H: -2.475 -2.817 -1.523  0.152
H: 0.077 -2.801 -1.433  0.123
H: -0.081 -0.172 1.941  0.095
H: -2.268 -1.404 2.533  0.135

---

No. 4
Formula: C24H50ClFP2RuSi2
Source: the OMol25 dataset
Level of theory: the ωB97M-V functional and the def2-TZVPD basis

Summary:
E_tot   -2861.083921 a.u.
LUMO (spin up / spin down)   0.0225 / -0.0120 hartree
Multiplicity   5
Frontier orbital gap (spin up / spin down)   5.7 / 7.1 eV
⟨S²⟩   6.02
HOMO energy (spin up / spin down)   -0.188 / -0.273 Eh

Last column: Mulliken spin population.
CARTESIAN COORDINATES (ANGSTROEM)
Ru: 0.263 -0.241 0.262  3.056
C: 1.055 -2.010 1.497  0.129
C: 1.945 -1.731 0.413  0.120
C: 2.372 -0.335 0.592  0.102
Si: 2.153 -2.961 -0.992  -0.002
C: 1.727 0.192 1.750  0.093
C: 0.882 -0.863 2.333  0.124
Si: -0.431 -0.848 3.676  -0.002
H: 0.532 -2.945 1.632  0.052
H: 3.045 0.196 -0.063  0.005
H: 1.825 1.192 2.137  0.004
Cl: -1.392 3.109 -2.208  0.002
C: -0.955 -2.574 4.067  0.012
C: 0.220 0.049 5.151  0.010
C: 1.553 -4.627 -0.469  0.012
C: 3.920 -2.980 -1.527  0.010
H: 1.091 -0.525 5.483  0.001
H: -0.525 0.033 5.953  0.001
H: 0.536 1.079 4.977  -0.002
H: -1.398 -3.038 3.183  -0.002
H: -1.680 -2.566 4.888  0.000
H: -0.073 -3.145 4.365  0.001
H: 4.493 -3.272 -0.640  0.001
H: 4.318 -2.030 -1.891  -0.001
H: 4.065 -3.747 -2.294  0.000
H: 2.110 -4.931 0.420  0.000
H: 1.722 -5.352 -1.272  0.000
H: 0.489 -4.581 -0.226  -0.003
C: -1.892 -0.038 2.783  0.026
C: 0.904 -2.320 -2.260  0.027
P: -1.361 1.156 1.505  -0.043
H: -2.512 0.447 3.544  -0.004
H: -2.483 -0.834 2.300  0.007
P: 0.679 -0.507 -2.174  -0.041
H: -0.066 -2.806 -2.062  0.007
H: 1.255 -2.629 -3.251  -0.004
C: -0.358 -0.204 -3.727  0.021
C: 2.399 0.088 -2.794  0.019
C: -0.599 2.532 2.611  0.018
C: -3.014 1.963 1.063  0.022
C: -3.567 1.386 -0.231  0.040
H: -2.719 3.009 0.898  0.001
C: -4.123 1.934 2.117  0.010
H: -4.460 0.914 2.325  0.000
H: -4.983 2.482 1.717  0.000
H: -3.882 2.414 3.068  0.000
H: -2.905 1.603 -1.073  -0.019
H: -4.542 1.842 -0.442  0.000
H: -3.700 0.301 -0.169  0.006
H: 0.283 2.034 3.035  0.001
C: -1.450 3.058 3.772  0.002
C: -0.099 3.703 1.765  0.017
H: -1.813 2.296 4.471  -0.001
H: -2.304 3.652 3.429  0.002
H: -0.829 3.742 4.368  0.000
H: 0.568 3.385 0.954  -0.004
H: 0.440 4.413 2.412  0.001
H: -0.932 4.245 1.305  0.000
H: 3.066 -0.230 -1.982  0.001
C: 2.462 1.614 -2.864  0.015
C: 2.924 -0.512 -4.104  0.002
H: 2.969 -1.606 -4.135  -0.001
H: 3.955 -0.163 -4.250  0.000
H: 2.364 -0.162 -4.978  0.002
H: 2.152 2.094 -1.928  -0.004
H: 1.813 2.001 -3.657  0.000
H: 3.492 1.923 -3.100  0.001
C: -1.828 -0.037 -3.372  0.038
C: -0.249 -1.223 -4.863  0.010
H: 0.043 0.757 -4.084  0.001
H: -0.636 -2.203 -4.567  0.000
H: 0.752 -1.362 -5.279  0.000
H: -0.869 -0.869 -5.694  0.000
H: -2.219 -0.910 -2.840  0.007
H: -2.407 0.098 -4.294  0.000
H: -1.983 0.846 -2.746  -0.018
C: -0.134 4.334 -2.014  -0.005
H: 0.701 3.983 -1.389  0.000
H: 0.094 4.642 -3.031  0.000
H: -0.676 5.210 -1.672  0.000
F: -1.447 -1.104 -0.300  0.114

---

No. 5
Formula: C6H12N2O
Source: the OMol25 dataset
Level of theory: the ωB97M-V functional and the def2-TZVPD basis

Summary:
E_tot   -420.303490 a.u.
Structure (SMILES)   [H]/N=C\N(C)O.C=CC=C
LUMO   0.0203 hartree
Multiplicity   1
Frontier orbital gap   8.3 eV
Energy relative to the best compared isomer or geometry (same formula, charge and spin)   176.0 kcal per mole
HOMO energy   -0.286 Eh

Last column: natural (NBO) charge in e.
CARTESIAN COORDINATES (ANGSTROEM)
C: 0.446 -1.327 1.290  -0.434
N: 0.167 0.084 1.058  -0.141
C: 0.485 0.800 -0.978  -0.147
C: 1.762 0.922 -1.378  -0.525
O: 1.099 0.972 1.665  -0.617
H: 1.972 0.751 2.017  0.507
H: -0.111 1.705 -1.012  0.193
H: 1.482 -1.513 1.564  0.218
H: 0.243 -1.921 0.401  0.230
H: -0.221 -1.686 2.069  0.193
H: 2.444 0.086 -1.353  0.183
H: 2.109 1.858 -1.787  0.209
C: -1.212 0.514 1.114  0.255
C: -0.609 -0.297 -1.703  -0.191
C: -1.566 -1.173 -1.442  -0.436
N: -1.574 1.715 1.239  -0.620
H: -0.815 2.389 1.154  0.358
H: -1.883 -0.278 1.422  0.183
H: -0.266 -0.317 -2.743  0.197
H: -2.072 -1.314 -0.491  0.177
H: -1.880 -1.968 -2.107  0.209

---

No. 6
Formula: C3H9NS2
Source: the OMol25 dataset
Level of theory: the ωB97M-V functional and the def2-TZVPD basis

Summary:
E_tot   -970.829318 a.u.
Structure (SMILES)   C[C@H](N)CSS
LUMO   0.0281 hartree
Multiplicity   1
Frontier orbital gap   9.2 eV
Energy relative to the best compared isomer or geometry (same formula, charge and spin)   1.5 kcal per mole
HOMO energy   -0.311 Eh

Last column: natural (NBO) charge in e.
CARTESIAN COORDINATES (ANGSTROEM)
N: 1.506 1.834 -0.415  -0.848
C: 0.993 1.234 0.804  -0.063
C: 0.665 2.282 1.887  -0.614
C: -0.257 0.433 0.476  -0.526
S: 0.187 -0.954 -0.615  0.105
S: -1.568 -2.004 -0.685  -0.138
H: 2.479 2.108 -0.413  0.368
H: 0.994 2.653 -0.723  0.354
H: 1.761 0.549 1.157  0.197
H: 0.167 1.857 2.753  0.210
H: 0.017 3.009 1.399  0.198
H: 1.591 2.769 2.186  0.212
H: -1.018 1.033 -0.020  0.209
H: -0.640 0.011 1.401  0.220
H: -2.255 -1.091 -1.386  0.116

---

No. 7
Formula: C39H38FIN2O13S
Source: the OMol25 dataset
Level of theory: the ωB97M-V functional and the def2-TZVPD basis

Summary:
E_tot   -3392.142352 a.u.
Structure (SMILES)   CC(=O)NCCCCN(C[C@H](C)I)S(=O)(=O)F.O=C1C=CC(=O)C=C1.O=C1C=CC(=O)C=C1.O=C1C=CC(=O)C=C1.O=C1C=CC(=O)C=C1.O=C1C=CC(=O)C=C1
LUMO   -0.0792 hartree
Multiplicity   1
Frontier orbital gap   7.3 eV
HOMO energy   -0.347 Eh

Last column: Löwdin charge in e.
CARTESIAN COORDINATES (ANGSTROEM)
C: 2.627 3.273 3.293  0.003
C: 3.776 2.454 2.773  -0.544
O: 4.704 2.116 3.458  0.086
N: 3.633 2.076 1.433  0.031
C: 4.567 1.066 0.909  -0.171
C: 3.822 -0.043 0.154  -0.168
C: 3.519 -1.282 0.998  -0.163
C: 2.539 -1.103 2.151  -0.170
N: 1.123 -1.099 1.666  -0.244
C: 0.644 0.246 1.285  -0.257
C: -0.077 0.327 -0.085  -0.737
C: -1.259 1.282 0.019  -0.165
I: -0.685 -1.585 -0.831  0.971
S: 0.108 -1.819 2.723  0.536
O: -1.213 -1.316 2.573  -0.261
O: 0.338 -3.222 2.720  -0.255
F: 0.606 -1.272 4.112  -0.134
H: 2.442 4.111 2.616  0.082
H: 2.858 3.644 4.287  0.085
H: 1.721 2.668 3.302  0.075
H: 3.567 2.880 0.823  0.133
H: 5.264 1.541 0.217  0.120
H: 5.118 0.637 1.742  0.114
H: 2.906 0.370 -0.273  0.094
H: 4.439 -0.372 -0.684  0.115
H: 3.159 -2.078 0.349  0.084
H: 4.459 -1.634 1.435  0.125
H: 2.721 -0.193 2.727  0.119
H: 2.664 -1.934 2.845  0.117
H: -0.036 0.635 2.043  0.107
H: 1.503 0.915 1.247  0.094
H: 0.624 0.710 -0.824  0.046
H: -0.872 2.304 0.103  0.078
H: -1.843 1.084 0.918  0.076
H: -1.913 1.225 -0.848  0.060
C: -1.353 -5.049 8.091  0.019
C: -0.282 -4.369 8.489  0.019
C: 0.615 -3.705 7.508  -0.382
O: 1.591 -3.084 7.869  0.107
C: 0.270 -3.832 6.071  0.018
C: -0.800 -4.513 5.671  0.027
C: -1.699 -5.175 6.651  -0.383
O: -2.677 -5.793 6.293  0.108
H: -2.023 -5.541 8.786  0.121
H: -0.011 -4.263 9.532  0.121
H: 0.940 -3.345 5.376  0.097
H: -1.064 -4.616 4.626  0.114
C: 0.772 5.349 -1.981  0.021
C: -0.086 6.199 -2.537  0.027
C: -0.959 5.782 -3.665  -0.372
O: -1.739 6.558 -4.172  0.102
C: -0.841 4.382 -4.145  0.029
C: 0.017 3.532 -3.588  0.026
C: 0.890 3.949 -2.462  -0.386
O: 1.668 3.171 -1.953  0.088
H: 1.419 5.629 -1.159  0.120
H: -0.193 7.223 -2.205  0.124
H: -1.490 4.101 -4.966  0.125
H: 0.122 2.507 -3.919  0.126
C: -5.893 -4.339 -1.550  0.020
C: -4.663 -4.744 -1.853  0.021
C: -3.514 -4.447 -0.961  -0.399
O: -2.392 -4.814 -1.240  0.072
C: -3.789 -3.685 0.282  0.000
C: -5.019 -3.280 0.586  0.026
C: -6.169 -3.574 -0.306  -0.386
O: -7.291 -3.206 -0.033  0.106
H: -6.747 -4.541 -2.184  0.121
H: -4.437 -5.302 -2.753  0.121
H: -2.935 -3.478 0.916  0.100
H: -5.242 -2.721 1.486  0.124
C: 4.120 -6.201 -0.384  0.020
C: 3.844 -7.299 0.312  0.021
C: 2.722 -7.329 1.285  -0.384
O: 2.471 -8.330 1.921  0.109
C: 1.925 -6.088 1.450  0.032
C: 2.201 -4.986 0.758  0.027
C: 3.320 -4.960 -0.219  -0.371
O: 3.578 -3.967 -0.867  0.089
H: 4.930 -6.152 -1.101  0.121
H: 4.411 -8.215 0.208  0.121
H: 1.113 -6.131 2.164  0.122
H: 1.617 -4.079 0.872  0.089
C: -2.878 7.403 -7.180  0.020
C: -2.169 8.525 -7.257  0.023
C: -2.465 9.557 -8.281  -0.387
O: -1.818 10.579 -8.354  0.104
C: -3.588 9.290 -9.217  0.018
C: -4.299 8.168 -9.141  0.018
C: -4.000 7.136 -8.115  -0.384
O: -4.648 6.114 -8.046  0.105
H: -2.679 6.644 -6.434  0.096
H: -1.350 8.741 -6.582  0.120
H: -3.786 10.057 -9.955  0.121
H: -5.121 7.951 -9.811  0.121

---

No. 8
Formula: C5H8N2O3
Source: the OMol25 dataset
Level of theory: the ωB97M-V functional and the def2-TZVPD basis

Summary:
E_tot   -530.510325 a.u.
Structure (SMILES)   N[C@]12C[C@H]1NC2=O.O=CO
LUMO   0.0167 hartree
Multiplicity   1
Frontier orbital gap   10.0 eV
Energy relative to the best compared isomer or geometry (same formula, charge and spin)   42.0 kcal per mole
HOMO energy   -0.352 Eh

Last column: natural (NBO) charge in e.
CARTESIAN COORDINATES (ANGSTROEM)
O: 6.453 -0.318 7.762  -0.585
C: 5.519 -0.648 7.063  0.620
N: 3.340 -2.570 5.511  -0.834
C: 2.436 -2.689 6.597  -0.004
C: 2.327 -3.905 7.502  -0.400
C: 1.105 -3.389 6.811  -0.068
N: 0.608 -2.189 7.485  -0.622
C: 1.805 -1.518 7.331  0.671
O: 2.169 -0.412 7.655  -0.557
H: 4.495 -0.247 7.208  0.125
H: 2.877 -2.287 4.650  0.392
H: 2.774 -4.805 7.071  0.227
H: 2.434 -3.807 8.584  0.231
H: 0.502 -3.927 6.082  0.226
H: 0.038 -2.176 8.325  0.401
H: 3.934 -3.411 5.392  0.397
O: 5.679 -1.414 5.971  -0.720
H: 4.785 -1.640 5.559  0.499